1.
Here is a molecular structure, C23H28I2N2O2RuS from the OMol25 dataset. Energies are from ωB97M-V/def2-TZVPD.

Summary:
Molecular weight ... 751.4 g mol⁻¹
E ... -2241.20542 hartree
ΔE to the lowest compared entry with this formula, charge and spin ... 0.00 kJ/mol
Charge ... +1
<S²> ... 8.813
Max |F| ... 3.11 eV/A
2S+1 ... 6
Orbital gap (alpha / beta) ... 5.847 / 6.201 eV
Highest occupied orbital energy (alpha / beta) ... -8.40 / -10.61 eV

The geometry in XYZ format:
```
59
Properties=species:S:1:pos:R:3:nbo_charge:R:1
Ru -3.21176 -7.73162 -15.67591 1.26
I -5.96671 -9.05995 -22.31932 0.20
C -5.35037 -8.38971 -20.44503 -0.20
C -5.83919 -9.07435 -19.31026 -0.24
C -5.53587 -8.57330 -18.05049 -0.20
I -5.45854 -9.64337 -16.22134 0.26
C -4.79392 -7.40219 -17.89918 0.28
O -4.61561 -6.83351 -16.72764 -0.78
C -4.07915 -6.89484 -19.01240 -0.10
C -2.81249 -6.17283 -18.59544 -0.23
N -2.14253 -6.98273 -17.51127 -0.62
C -0.82564 -6.40033 -17.24539 -0.26
C 0.13079 -7.47097 -16.82604 0.11
C 1.31565 -7.77800 -17.49319 -0.19
C 1.82289 -9.06973 -17.32301 -0.27
C 1.25136 -10.04791 -16.45296 -0.22
C 0.23282 -9.63536 -15.63223 -0.02
N -0.32879 -8.37007 -15.83384 -0.43
C -4.46290 -7.31474 -20.29360 -0.20
H -6.39633 -9.99860 -19.44949 0.25
H -3.02217 -5.18459 -18.17237 0.22
H -2.12787 -6.07514 -19.44751 0.21
H -2.03257 -7.89276 -17.97732 0.40
H -0.92540 -5.57896 -16.50573 0.21
H -0.46460 -5.94581 -18.18610 0.22
H 1.77754 -7.09319 -18.23240 0.24
H 2.66553 -9.35227 -17.96565 0.22
H 1.61732 -11.08039 -16.43721 0.24
H -0.22595 -10.27357 -14.87588 0.23
H -4.06224 -6.84819 -21.20579 0.24
O -4.63495 -7.06548 -14.16197 -0.99
S -5.79835 -6.03058 -14.35640 1.22
C -6.69943 -5.93010 -12.75322 -0.58
C -6.67245 -4.47931 -12.25600 -0.42
C -5.44635 -3.73210 -12.92484 -0.42
C -5.11231 -4.33378 -14.28789 -0.59
H -6.26845 -6.68836 -12.08577 0.26
H -7.70042 -6.27898 -13.02445 0.25
H -6.59965 -4.41444 -11.15610 0.24
H -7.60879 -3.97066 -12.51694 0.22
H -4.55618 -3.78676 -12.27703 0.22
H -5.70245 -2.66381 -13.01521 0.24
H -4.02707 -4.40691 -14.50726 0.25
H -5.61940 -3.80009 -15.07487 0.24
C -2.49577 -6.50505 -11.91757 -0.59
C -1.42981 -7.38609 -12.43095 -0.15
C -1.36750 -8.68987 -11.63430 -0.59
C -0.09021 -6.68845 -12.19404 -0.59
C -1.79275 -7.60921 -13.87358 0.04
C -1.40068 -8.04192 -15.02688 -0.04
H -2.32761 -6.28717 -10.84300 0.21
H -3.48525 -6.92930 -12.06428 0.23
H -2.51977 -5.53920 -12.44094 0.20
H -1.33908 -8.46233 -10.55899 0.23
H -0.46525 -9.28036 -11.89120 0.22
H -2.25466 -9.30929 -11.83412 0.22
H -0.02236 -6.38302 -11.13204 0.23
H -0.01438 -5.80222 -12.83246 0.21
H 0.74551 -7.35243 -12.39219 0.22
```


2.
Here is 9 unconnected molecules or ions with the total composition C34H51N7O6S2 from the OMol25 dataset. Energies are from ωB97M-V/def2-TZVPD.

Summary:
Molecular weight ... 718.0 g mol⁻¹
E ... -2957.14789 hartree
Charge ... 0
Max |F| ... 4.11 eV/A
Orbital gap ... 8.109 eV
Highest occupied orbital energy ... -8.00 eV

The geometry in XYZ format:
```
100
Properties=species:S:1:pos:R:3:lowdin_charge:R:1
C 10.23837 15.33120 14.49110 -0.07
C 8.77684 15.06387 14.76352 -0.26
O 8.51770 14.23885 15.91817 -0.25
S 7.99540 12.69367 15.68458 0.61
C 9.32312 12.03408 14.73887 -0.11
O 7.88918 12.09929 16.98851 -0.28
O 6.81258 12.70733 14.89055 -0.28
H 10.28057 15.98855 13.57921 0.07
H 10.78161 14.40139 14.35109 0.05
H 10.78040 15.83793 15.33217 0.09
H 8.22479 15.96696 14.93405 0.12
H 8.44815 14.56992 13.85781 0.09
H 9.23980 10.94655 14.64213 0.09
H 10.23190 12.27950 15.26966 0.06
H 9.30000 12.55942 13.78831 0.05
C 11.83030 20.57139 9.46421 -0.05
C 11.57522 19.57413 10.58796 -0.24
O 12.73436 18.79320 10.96283 -0.24
S 12.55338 17.49222 11.86532 0.55
C 12.77055 18.13441 13.51721 -0.12
O 11.23124 16.94957 11.79362 -0.29
O 13.70242 16.73188 11.50859 -0.28
H 11.67086 20.04810 8.55102 0.04
H 12.72920 21.17302 9.51741 0.08
H 10.99627 21.29004 9.49028 0.09
H 11.33058 20.13922 11.50777 0.12
H 10.73223 18.92799 10.36515 0.09
H 11.85634 18.72796 13.81898 0.09
H 13.59254 18.85432 13.38842 0.07
H 12.92778 17.26137 14.27186 0.11
C 13.37268 8.90447 8.74751 -0.11
C 13.92778 9.98693 9.57096 -0.08
C 14.26344 9.41628 10.79698 -0.11
N 13.97061 8.04750 10.73354 0.02
C 13.37041 7.74754 9.51699 -0.15
H 12.97465 8.96121 7.75798 0.08
H 14.05946 10.99500 9.28835 0.06
H 14.62436 9.87101 11.70052 0.10
H 14.04929 7.45703 11.47839 0.10
H 12.90431 6.80025 9.29359 0.11
C 13.42781 14.96378 6.77553 -0.14
C 12.89642 13.90683 7.49909 -0.14
C 13.32600 14.00896 8.82648 -0.12
N 14.09367 15.16087 8.89916 0.01
C 14.18087 15.75452 7.65578 -0.13
H 13.40911 15.11936 5.66417 0.11
H 12.25205 13.18567 6.97382 0.10
H 13.06912 13.50410 9.73537 0.08
H 14.37581 15.67411 9.72310 0.11
H 14.79127 16.64198 7.47218 0.11
C 7.01948 14.13767 9.96153 -0.11
C 5.86988 14.80571 10.41562 -0.15
C 5.58448 14.40866 11.64190 -0.15
N 6.48101 13.42309 11.97580 0.02
C 7.35961 13.24301 10.97035 -0.14
H 7.50360 14.26389 9.01942 0.08
H 5.23861 15.54185 9.84054 0.12
H 4.76965 14.65386 12.26924 0.10
H 6.57348 13.05353 12.90704 0.09
H 8.13171 12.43615 11.01247 0.09
C 12.73899 11.20085 17.65456 -0.10
C 12.82879 12.53586 17.24946 -0.13
C 11.66786 13.20076 17.58604 -0.15
N 10.80758 12.27473 18.05236 0.01
C 11.44033 11.07456 18.13131 -0.14
H 13.44488 10.40156 17.59626 0.08
H 13.67358 13.06466 16.88009 0.08
H 11.36083 14.17920 17.35708 0.09
H 9.81132 12.39021 18.24555 0.13
H 10.92283 10.25766 18.61625 0.11
C 13.29396 12.37150 13.52341 -0.11
C 12.17665 11.77552 12.82450 -0.09
C 11.62072 12.77814 12.00704 -0.14
N 12.33940 13.92294 12.20788 0.01
C 13.32090 13.66694 13.15362 -0.16
H 14.00022 11.85608 14.17427 0.10
H 11.81020 10.76150 13.01425 0.09
H 10.80686 12.87524 11.32499 0.09
H 12.17924 14.76592 11.68846 0.09
H 14.01922 14.42696 13.54516 0.12
C 8.65329 9.90849 11.68011 -0.11
C 9.04245 8.73904 12.38150 -0.13
C 10.19229 8.29195 11.83976 -0.16
N 10.52895 9.09754 10.76273 0.03
C 9.65820 10.16191 10.75201 -0.16
H 7.83476 10.59633 11.86874 0.07
H 8.52895 8.20266 13.16725 0.10
H 10.70288 7.34009 12.00082 0.11
H 11.47246 9.16349 10.24656 0.14
H 9.72821 11.00683 10.06963 0.10
C 10.26719 17.78998 7.49742 -0.12
C 10.18587 16.80281 8.53916 -0.09
C 9.06148 17.14080 9.24826 -0.16
N 8.50800 18.30628 8.74216 0.03
C 9.30668 18.73152 7.67753 -0.14
H 11.02936 17.79703 6.71265 0.10
H 10.84405 15.99303 8.78879 0.08
H 8.65998 16.64173 10.11804 0.10
H 7.60433 18.59106 9.01012 0.12
H 9.15320 19.62755 7.11915 0.10
```


3.
Here is a molecular structure, C30H33BrN2O5P3Se2Tl from the OMol25 dataset. Energies are from ωB97M-V/def2-TZVPD.

Summary:
Molecular weight ... 1036.7 g mol⁻¹
E ... -10222.27431 hartree
ΔE to the lowest compared entry with this formula, charge and spin ... 0.00 kJ/mol
Charge ... 0
Max |F| ... 0.49 eV/A
Orbital gap ... 7.985 eV
Highest occupied orbital energy ... -8.19 eV

The geometry in XYZ format:
```
77
Properties=species:S:1:pos:R:3:lowdin_charge:R:1
Tl 0.60220 0.10789 0.74005 0.44
O -3.08607 5.02746 2.55805 0.07
C -2.20554 4.08483 2.16486 -0.29
C -1.72176 4.01012 0.86041 0.07
C -0.82042 3.00986 0.55001 -0.17
N -0.44580 2.11318 1.45421 0.07
C -0.88809 2.18762 2.70824 -0.18
C -1.76202 3.16870 3.11631 0.08
C -0.33792 1.13050 3.66280 -0.62
O -0.77299 1.09327 4.80343 0.05
O 0.53707 0.36193 3.13203 -0.21
C -0.15144 2.91083 -0.82751 -0.63
O -0.55938 3.67478 -1.69729 0.04
O 0.79958 2.07258 -0.87703 -0.15
H -3.34275 5.57100 1.80319 0.12
H -2.00810 4.70603 0.08162 0.13
H -2.09270 3.20414 4.14426 0.14
C 0.78275 -2.60229 3.81058 -0.25
P 1.61568 -2.08713 2.27165 0.83
C 2.29683 -3.67285 1.67288 -0.29
C 3.12874 -1.22132 2.87174 -0.39
C 3.91910 -0.53520 1.74372 -0.37
P 3.00570 0.81622 0.92174 0.81
C 3.85615 1.21193 -0.61376 -0.23
C 3.07350 2.27684 1.98075 -0.21
H 1.45643 -3.17466 4.45156 0.05
H -0.06670 -3.23498 3.54865 0.05
H 0.42777 -1.71388 4.32856 0.03
H 2.79036 -4.21071 2.48511 0.05
H 3.00176 -3.49898 0.86143 -0.01
H 1.49057 -4.28605 1.27019 0.05
H 3.77659 -1.94144 3.37877 0.09
H 2.78831 -0.49732 3.61409 0.07
H 4.16443 -1.24538 0.94779 0.07
H 4.86787 -0.14467 2.12140 0.09
H 4.89158 1.49853 -0.42269 0.06
H 3.30609 2.02827 -1.08304 0.05
H 3.81568 0.34587 -1.27439 0.00
H 4.10346 2.59648 2.14444 0.06
H 2.58893 2.05167 2.93033 0.05
H 2.51555 3.07065 1.48271 0.06
Se 2.24058 -2.12883 -1.63028 0.32
P 0.37284 -1.47274 -2.37895 0.20
Se -1.13808 -1.02710 -0.80085 0.44
C 0.54113 -0.06734 -3.51773 -0.39
C -0.40565 0.94324 -3.58646 -0.11
C -0.26859 1.96067 -4.51951 -0.06
C 0.80990 1.96037 -5.38924 -0.07
C 1.76370 0.95093 -5.31874 -0.08
C 1.63503 -0.05902 -4.38152 -0.11
C -0.50090 -2.72462 -3.36357 -0.41
C 0.07731 -3.95922 -3.62801 -0.10
C -0.59993 -4.88342 -4.41437 -0.08
C -1.84662 -4.57459 -4.93354 -0.08
C -2.42412 -3.33816 -4.67185 -0.08
C -1.75289 -2.41204 -3.89198 -0.10
H -1.23120 0.96752 -2.88750 0.07
H -0.98465 2.76967 -4.52871 0.11
H 0.92028 2.75871 -6.11201 0.10
H 2.61334 0.95562 -5.98941 0.10
H 2.38541 -0.83714 -4.30861 0.08
H 1.04972 -4.19115 -3.21321 0.06
H -0.14812 -5.84507 -4.62028 0.10
H -2.37200 -5.29602 -5.54622 0.10
H -3.39656 -3.09287 -5.07841 0.11
H -2.20103 -1.44335 -3.70059 0.10
Br -5.59687 2.50882 1.04209 0.76
C -4.59575 1.17436 1.93039 -0.66
C -5.03574 0.63239 3.12440 -0.10
C -4.24346 -0.32786 3.72942 -0.04
C -3.05136 -0.69370 3.12177 -0.12
N -2.63418 -0.16525 1.97550 0.05
C -3.39661 0.75007 1.38516 -0.22
H -5.96617 0.95871 3.56846 0.11
H -4.53386 -0.77522 4.66973 0.11
H -2.39080 -1.41529 3.58845 0.11
H -3.03510 1.17459 0.45436 0.09
```


4.
Here is 7 unconnected molecules or ions with the total composition C18H54N3O7PS6 from the OMol25 dataset. Energies are from ωB97M-V/def2-TZVPD.

Summary:
Molecular weight ... 648.0 g mol⁻¹
E ... -4139.43625 hartree
ΔE to the lowest compared entry with this formula, charge and spin ... 59.92 kJ/mol
Charge ... 0
Max |F| ... 2.72 eV/A
Orbital gap ... 8.482 eV
Highest occupied orbital energy ... -8.34 eV

The geometry in XYZ format:
```
89
Properties=species:S:1:pos:R:3:lowdin_charge:R:1
O -17.14507 -21.87230 20.10080 -0.26
P -16.64284 -20.51579 20.25172 0.48
N -14.95123 -20.41631 20.31296 -0.30
C -14.19153 -19.26865 20.78319 -0.11
C -14.12836 -21.58486 19.95090 -0.10
N -17.12308 -19.68205 21.60650 -0.29
C -17.13743 -18.22023 21.70834 -0.13
C -16.94437 -20.29384 22.93624 -0.09
N -17.08432 -19.48851 18.98632 -0.29
C -18.48254 -19.01787 18.88376 -0.09
C -16.44285 -19.85102 17.69600 -0.09
H -14.66880 -18.33417 20.46020 0.07
H -13.24646 -19.24881 20.24461 0.07
H -14.19523 -19.18820 21.87171 0.08
H -13.81275 -22.03120 20.90177 0.08
H -13.22247 -21.32448 19.40292 0.06
H -14.76102 -22.30416 19.43739 0.07
H -17.05573 -17.74770 20.73164 0.06
H -18.05678 -17.85206 22.17638 0.09
H -16.34807 -17.87052 22.38036 0.07
H -15.96447 -20.77456 23.02972 0.08
H -17.01463 -19.50008 23.67184 0.07
H -17.69766 -21.04325 23.18122 0.08
H -18.53484 -17.95811 19.13341 0.06
H -18.85475 -19.07525 17.86229 0.05
H -19.06912 -19.65922 19.53829 0.08
H -16.28361 -20.93301 17.78001 0.07
H -15.46095 -19.38361 17.62727 0.06
H -17.08335 -19.64316 16.84712 0.07
C -10.09393 -17.32717 20.71981 -0.27
S -9.03868 -16.32384 19.63447 0.83
O -7.83411 -17.18312 19.31090 -0.58
C -10.12294 -16.43203 18.11647 -0.24
H -10.80085 -16.68877 21.25220 0.05
H -9.44781 -17.70413 21.51452 0.05
H -10.55358 -18.17014 20.20791 0.04
H -9.55315 -16.19489 17.22732 0.06
H -10.92902 -15.70679 18.24162 0.05
H -10.49395 -17.44439 18.22601 0.01
C -8.76667 -20.78499 17.56612 -0.24
S -10.30303 -20.39117 16.72067 0.80
O -10.06070 -19.02075 16.15951 -0.58
C -10.17846 -21.51732 15.31901 -0.25
H -8.57843 -21.85369 17.49072 0.05
H -8.76894 -20.29671 18.53486 0.05
H -8.00716 -20.28724 16.95616 0.07
H -9.38541 -21.09375 14.69576 0.05
H -11.08378 -21.55700 14.72289 0.05
H -9.82198 -22.47036 15.70721 0.05
C -13.09837 -17.49879 16.13767 -0.28
S -13.96782 -18.59152 14.97757 0.86
O -15.42096 -18.16110 14.91871 -0.60
C -13.28884 -17.79846 13.47537 -0.23
H -12.03020 -17.60086 15.90589 0.02
H -13.21484 -17.65961 17.20466 0.05
H -13.23360 -16.45078 15.85270 0.05
H -12.25278 -17.46518 13.56533 0.05
H -13.89636 -16.91111 13.31050 0.06
H -13.32655 -18.50606 12.64958 0.04
C -18.87777 -19.25112 13.86551 -0.24
S -20.17617 -19.59659 15.11426 0.83
O -20.38770 -18.37547 15.95983 -0.56
C -21.55592 -19.77097 13.97776 -0.29
H -19.25843 -18.74511 12.97608 0.05
H -18.47462 -20.23223 13.61612 0.05
H -18.06060 -18.61194 14.20166 0.04
H -21.38210 -20.50748 13.18228 0.06
H -21.76733 -18.85903 13.41505 0.06
H -22.48018 -20.16735 14.39860 0.05
C -18.30908 -16.03697 16.81639 -0.26
S -17.40375 -14.73381 15.89875 0.85
O -17.31100 -13.48298 16.74818 -0.59
C -15.76247 -15.44064 16.17059 -0.30
H -18.41137 -15.76773 17.86947 0.06
H -17.80463 -17.00153 16.74060 0.03
H -19.33049 -16.24357 16.49275 0.03
H -15.69769 -16.42771 15.70560 -0.01
H -15.50972 -15.49356 17.23135 0.06
H -15.00321 -14.76349 15.77885 0.05
C -9.41127 -19.94724 9.33670 -0.26
S -10.29525 -18.84778 10.49126 0.83
O -11.72024 -19.09216 10.12187 -0.57
C -10.02720 -19.92319 11.93597 -0.28
H -9.89859 -19.85133 8.37088 0.05
H -9.36518 -20.98968 9.65020 0.05
H -8.35823 -19.65649 9.26087 0.05
H -10.35578 -19.39910 12.83826 0.03
H -9.02026 -20.29991 12.10027 0.06
H -10.75629 -20.72574 11.80821 0.06
```